Entry from OMol25: a cluster of 2 separate species, C3H7PS3 in total at a distorted geometry (ωB97M-V with the def2-TZVPD basis set).

Positions of all 14 atoms, in Å:
H -0.8432 1.5454 -0.2521
P 2.5768 0.3455 0.1199
S 4.4755 0.7869 0.1099
H 0.1286 0.0110 -0.4464
C -0.4030 2.2798 0.4049
C 0.4006 -0.8727 -0.8402
H 1.2589 -2.8403 -0.2109
C 0.8537 -1.9349 0.2167
H 0.1251 3.1496 0.1604
S 1.9353 -0.5143 -1.7898
S 2.0526 -1.2109 1.4093
H -0.4221 -1.3354 -1.5647
H -0.8948 2.2404 1.3188
H -0.0877 -2.4049 0.5762

E_LUMO (spin up / spin down) ... -2.04 / -0.32 eV
Energy above the lowest of the compared OMol25 structures with the same formula, charge and spin ... 78.8 kcal/mol